Density functional theory data (wB97M-V/def2-TZVPD) for 2 unconnected molecules or ions with the total composition C35H34BF6NO2S.

ΔE to the lowest compared entry with this formula, charge and spin in kJ/mol: 216.0
2S+1: 1
Gap between HOMO and LUMO in eV: 2.617
Total energy in hartree: -2581.60466
Highest occupied orbital energy in eV: -6.070

Last column: Mulliken charge in e.
Cartesian coordinates (Å):
C: -5.83336 5.87743 1.85685  -1.221
C: -5.10206 4.60403 1.67204  0.553
C: -4.81979 3.93315 0.49503  -0.581
C: -4.02248 2.74127 0.69422  -1.020
C: -3.68077 2.54807 2.00562  0.256
B: -2.78942 1.42796 2.74937  1.896
C: -1.23251 1.99339 2.72819  -0.160
C: -0.71521 2.68788 3.80882  -0.820
C: 0.63640 3.01265 3.84177  0.186
C: 1.17133 3.72237 5.05929  0.871
F: 2.13730 4.63809 4.74822  -0.284
F: 0.18440 4.39325 5.73229  -0.266
F: 1.72905 2.84384 5.95399  -0.271
C: 1.48330 2.65421 2.79579  -1.241
C: 0.93276 1.98507 1.70590  0.356
C: 1.74853 1.53843 0.53235  1.102
F: 1.71883 0.16651 0.38679  -0.295
F: 1.26859 2.05367 -0.64637  -0.302
F: 3.06421 1.89335 0.61730  -0.329
C: -0.42295 1.67689 1.66211  -0.605
O: -3.15929 1.29104 4.14574  -0.738
C: -2.91601 0.07591 4.83583  -1.261
C: -3.21221 -1.18986 3.97801  2.514
C: -2.54358 -2.39832 4.61491  -2.026
C: -4.71316 -1.39288 3.91091  -1.848
C: -2.64326 -1.02674 2.54043  -1.226
O: -2.92044 0.23850 1.96111  -0.747
S: -4.45942 3.73742 3.02870  -0.241
H: -6.19677 6.23488 0.89415  0.335
H: -6.68120 5.73540 2.53418  0.282
H: -5.16858 6.63036 2.29391  0.253
H: -5.14747 4.29388 -0.47785  0.306
H: -3.70814 2.10651 -0.12612  0.406
H: -1.35736 2.98361 4.63177  0.593
H: 2.54025 2.89392 2.82483  0.483
H: -0.83736 1.18724 0.78378  0.431
H: -1.86416 0.05569 5.18399  0.344
H: -3.57229 0.08394 5.72370  0.314
H: -2.72682 -3.30306 4.01927  0.382
H: -1.45928 -2.23738 4.66696  0.451
H: -2.91713 -2.57247 5.63266  0.385
H: -4.94121 -2.27766 3.30302  0.424
H: -5.11101 -1.53749 4.92406  0.431
H: -5.17566 -0.50412 3.45807  0.307
H: -1.54555 -1.17993 2.55172  0.283
H: -3.09765 -1.78371 1.87770  0.371
C: -0.53953 -4.21412 -6.73318  -0.858
N: 0.44701 -3.52198 -5.92336  0.153
C: 1.14515 -2.42200 -6.30454  -1.039
C: 2.05071 -2.05816 -5.26857  0.963
C: 2.94111 -0.99480 -5.31508  -0.664
C: 3.83348 -0.55733 -4.28468  0.803
C: 3.41628 -0.38935 -2.93732  -1.164
C: 4.32268 0.00308 -1.96329  -0.190
C: 5.66923 0.21586 -2.27521  0.870
C: 6.62522 0.55527 -1.17182  -1.372
C: 6.09233 0.09668 -3.60812  -0.704
C: 5.18475 -0.23833 -4.60096  -0.879
C: 1.89863 -3.08427 -4.22481  0.928
C: 2.59742 -3.42737 -3.07923  -0.039
C: 2.15932 -4.52158 -2.31037  -0.899
C: 1.09563 -5.32816 -2.73679  -0.687
C: 0.43983 -5.06098 -3.95025  -0.869
C: 0.85061 -3.93713 -4.65182  0.337
H: -0.91939 -5.06071 -6.16085  0.246
H: -1.36788 -3.54049 -6.98808  0.340
H: -0.09374 -4.58313 -7.66729  0.352
H: 0.97730 -1.93674 -7.26090  0.437
H: 3.07121 -0.54369 -6.30395  0.414
H: 2.36783 -0.54995 -2.68017  0.703
H: 3.99123 0.14614 -0.93559  0.489
H: 7.62635 0.72824 -1.57413  0.365
H: 6.30229 1.45626 -0.63537  0.324
H: 6.68630 -0.25325 -0.43158  0.335
H: 7.14283 0.26961 -3.84760  0.332
H: 5.49974 -0.30614 -5.64503  0.425
H: 3.48339 -2.85995 -2.80073  0.466
H: 2.66283 -4.75425 -1.37143  0.409
H: 0.77512 -6.17587 -2.12913  0.394
H: -0.35667 -5.68759 -4.34381  0.247